No. 1
A molecular structure, C49H47CaN4O7PS, computed with the ωB97M-V functional and the def2-TZVPD basis.

Element x y z (Å)
Ca 1.024 -0.547 -0.941
C 0.003 -0.797 2.513
N 1.152 -0.628 1.624
C 2.345 -0.648 2.080
C 3.495 -0.557 1.217
C 4.841 -0.472 1.577
C 5.551 -0.367 0.367
C 4.586 -0.395 -0.644
N 3.342 -0.512 -0.140
C 0.235 -0.501 3.974
C 0.449 0.810 4.402
C 0.655 1.098 5.741
C 0.648 0.076 6.685
C 0.435 -1.230 6.272
C 0.232 -1.513 4.926
H -0.353 -1.825 2.398
H -0.801 -0.161 2.136
H 2.546 -0.728 3.153
H 5.242 -0.481 2.581
H 6.621 -0.288 0.231
H 4.732 -0.326 -1.715
H 0.448 1.605 3.665
H 0.818 2.123 6.053
H 0.807 0.300 7.733
H 0.427 -2.035 6.999
H 0.069 -2.536 4.602
O 1.864 0.594 -4.961
S 1.347 0.768 -3.628
O 2.344 0.846 -2.554
O 0.316 -0.191 -3.217
C 0.566 2.386 -3.621
C 0.226 2.890 -4.871
C -0.311 4.159 -5.006
C -0.483 4.947 -3.880
C -0.142 4.442 -2.635
C 0.367 3.153 -2.467
P 0.738 2.553 -0.745
C -0.626 3.296 0.217
C -1.911 3.465 -0.291
C -2.957 3.848 0.536
C -2.740 4.057 1.889
C -1.467 3.878 2.411
C -0.421 3.500 1.583
C 2.161 3.620 -0.303
C 3.402 2.990 -0.260
C 4.544 3.712 0.071
C 4.452 5.063 0.365
C 3.214 5.698 0.333
C 2.076 4.979 0.003
H 0.419 2.270 -5.737
H -0.576 4.534 -5.988
H -0.881 5.951 -3.963
H -0.290 5.063 -1.762
H -2.109 3.263 -1.336
H -3.953 3.950 0.122
H -3.562 4.334 2.537
H -1.288 4.012 3.472
H 0.567 3.352 2.006
H 3.482 1.930 -0.475
H 5.495 3.195 0.110
H 5.341 5.624 0.630
H 3.135 6.752 0.574
H 1.112 5.473 0.006
O -2.589 0.604 0.951
C -2.340 0.464 -0.253
O -1.224 0.322 -0.824
C -3.521 0.455 -1.219
C -3.332 0.099 -2.550
C -4.397 0.107 -3.442
C -5.661 0.489 -3.021
C -5.816 0.853 -1.692
C -4.780 0.837 -0.777
N -7.155 1.286 -1.244
O -8.080 1.194 -2.028
O -7.266 1.758 -0.136
H -2.329 -0.171 -2.862
H -4.238 -0.183 -4.473
H -6.508 0.511 -3.689
H -4.918 1.108 0.260
C -3.433 -2.641 1.472
C -2.299 -3.509 0.987
C -2.291 -4.874 1.323
C -1.231 -5.648 0.885
C -1.148 -7.108 1.268
C -0.206 -5.105 0.117
C -0.171 -3.733 -0.274
C -1.283 -2.976 0.230
N 0.766 -3.076 -0.983
C 1.884 -3.782 -1.629
C 1.587 -5.097 -2.396
C 2.385 -2.850 -2.737
C 3.009 -4.036 -0.615
H -3.616 -2.806 2.538
H -4.364 -2.886 0.949
H -3.237 -1.580 1.316
H -3.087 -5.303 1.923
H -2.069 -7.441 1.752
H -0.321 -7.285 1.963
H -0.975 -7.741 0.394
H 0.596 -5.772 -0.138
H -1.333 -1.919 -0.005
H 0.625 -5.038 -2.910
H 1.601 -5.994 -1.785
H 2.371 -5.231 -3.149
H 1.642 -2.780 -3.534
H 3.331 -3.203 -3.160
H 2.564 -1.839 -2.386
H 2.638 -4.683 0.185
H 3.344 -3.097 -0.174
H 3.871 -4.527 -1.085

The value obtained for the energy above the lowest of the compared OMol25 structures with the same formula, charge and spin is 0.000 eV. As for the energy: -4058.4865 Ha. Its charge is -2. For the highest occupied orbital energy, the calculation gives -1.3 eV. The calculation puts the maximum force at 0.0167 hartree/bohr.

Atom charges from the Mulliken analysis, given in e for atoms 1 to 99: atom 1 (Ca): 1.76, atom 2 (C): 0.10, atom 3 (N): 0.98, atom 4 (C): -0.54, atom 5 (C): -0.95, atom 6 (C): -0.86, atom 7 (C): -1.18, atom 8 (C): -1.16, atom 9 (N): 1.76, atom 10 (C): -0.88, atom 11 (C): 0.19, atom 12 (C): -0.70, atom 13 (C): -0.35, atom 14 (C): -0.75, atom 15 (C): -0.18, atom 16 (H): -0.08, atom 17 (H): -0.29, atom 18 (H): 0.39, atom 19 (H): 0.49, atom 20 (H): 0.39, atom 21 (H): 0.44, atom 22 (H): 0.49, atom 23 (H): 0.38, atom 24 (H): 0.36, atom 25 (H): 0.37, atom 26 (H): 0.49, atom 27 (O): -0.86, atom 28 (S): 1.71, atom 29 (O): -0.66, atom 30 (O): -0.63, atom 31 (C): -0.23, atom 32 (C): -0.67, atom 33 (C): -0.77, atom 34 (C): -0.84, atom 35 (C): -0.18, atom 36 (C): 0.05, atom 37 (P): 1.88, atom 38 (C): 0.52, atom 39 (C): -0.64, atom 40 (C): -0.58, atom 41 (C): -0.82, atom 42 (C): -0.72, atom 43 (C): -1.01, atom 44 (C): 0.13, atom 45 (C): -0.10, atom 46 (C): -0.72, atom 47 (C): -0.56, atom 48 (C): -0.76, atom 49 (C): 0.08, atom 50 (H): 0.52, atom 51 (H): 0.38, atom 52 (H): 0.43, atom 53 (H): 0.21, atom 54 (H): 0.34, atom 55 (H): 0.40, atom 56 (H): 0.36, atom 57 (H): 0.37, atom 58 (H): 0.66, atom 59 (H): 0.08, atom 60 (H): 0.49, atom 61 (H): 0.36, atom 62 (H): 0.39, atom 63 (H): 0.24, atom 64 (O): -0.96, atom 65 (C): -0.52, atom 66 (O): 1.05, atom 67 (C): 0.42, atom 68 (C): -0.58, atom 69 (C): -0.84, atom 70 (C): -0.55, atom 71 (C): -0.38, atom 72 (C): -0.13, atom 73 (N): 1.07, atom 74 (O): -0.68, atom 75 (O): -0.63, atom 76 (H): 0.53, atom 77 (H): 0.45, atom 78 (H): 0.49, atom 79 (H): 0.70, atom 80 (C): -1.52, atom 81 (C): 1.12, atom 82 (C): -1.08, atom 83 (C): 0.59, atom 84 (C): -1.72, atom 85 (C): -0.19, atom 86 (C): -0.76, atom 87 (C): 0.46, atom 88 (N): 0.45, atom 89 (C): 1.29, atom 90 (C): -1.97, atom 91 (C): -1.65, atom 92 (C): -1.34, atom 93 (H): 0.40, atom 94 (H): 0.41, atom 95 (H): -0.04, atom 96 (H): 0.22, atom 97 (H): 0.36, atom 98 (H): 0.30, atom 99 (H): 0.34

---

No. 2
A gas-phase ion, C3H8NO3 (charge +1) at a distorted geometry, computed with the ωB97M-V functional and the def2-TZVPD basis.

Element x y z (Å)
N -0.338 1.704 -0.489
C -0.476 1.383 0.745
O -0.913 2.304 1.556
O -0.166 0.204 1.223
C 0.731 -0.717 0.441
C 0.171 -1.719 -0.510
O 0.032 -1.212 -1.816
H -0.086 1.056 -1.270
H -0.541 2.693 -0.490
H -0.985 2.285 2.606
H 1.201 -1.302 1.247
H 1.431 -0.040 -0.147
H 1.043 -2.532 -0.373
H -0.693 -2.315 -0.277
H -0.412 -1.790 -2.443

The value obtained for the energy above the lowest of the compared OMol25 structures with the same formula, charge and spin is 1.240 eV. As for the energy: -399.3057 Ha. Its charge is +1. For the highest occupied orbital energy, the calculation gives -14.7 eV. The calculation puts the maximum force at 0.0762 hartree/bohr. As for the SMILES: [NH2+]=C(O)OCCO.

In the Mulliken picture, each atom carries the following charge in e: atom 1 (N): -0.26, atom 2 (C): 0.84, atom 3 (O): -0.52, atom 4 (O): -0.32, atom 5 (C): -0.70, atom 6 (C): -0.27, atom 7 (O): -0.53, atom 8 (H): 0.23, atom 9 (H): 0.27, atom 10 (H): 0.44, atom 11 (H): 0.32, atom 12 (H): 0.50, atom 13 (H): 0.25, atom 14 (H): 0.42, atom 15 (H): 0.33

---

No. 3
A single C5H8O molecule, computed with the ωB97M-V functional and the def2-TZVPD basis.

Element x y z (Å)
C 1.136 -0.223 1.057
C 0.483 -1.088 -0.027
C -0.842 -0.357 -0.258
C -0.731 0.777 -1.256
C -0.559 1.033 0.210
O 0.731 1.110 0.754
H 2.229 -0.248 1.057
H 0.778 -0.512 2.059
H 1.094 -1.054 -0.937
H 0.366 -2.137 0.259
H -1.777 -0.860 -0.022
H 0.144 0.743 -1.899
H -1.610 1.219 -1.719
H -1.310 1.632 0.717

The value obtained for the energy above the lowest of the compared OMol25 structures with the same formula, charge and spin is 1.502 eV. As for the energy: -270.5027 Ha. Its charge is 0. For the highest occupied orbital energy, the calculation gives -9.3 eV. The calculation puts the maximum force at 0.0057 hartree/bohr. As for the SMILES: C1C[C@@H]2C[C@@H]2O1.

In the Mulliken picture, each atom carries the following charge in e: atom 1 (C): -0.41, atom 2 (C): -0.59, atom 3 (C): -0.12, atom 4 (C): -0.79, atom 5 (C): -0.05, atom 6 (O): -0.40, atom 7 (H): 0.30, atom 8 (H): 0.27, atom 9 (H): 0.22, atom 10 (H): 0.35, atom 11 (H): 0.36, atom 12 (H): 0.22, atom 13 (H): 0.27, atom 14 (H): 0.38

---

No. 4
A molecular structure, C2H2FNiO at a distorted geometry, computed with the ωB97M-V functional and the def2-TZVPD basis.

Element x y z (Å)
C -0.039 0.220 0.265
C 0.927 -0.652 0.137
O -0.429 1.371 -0.053
H 0.613 -1.685 -0.034
H -1.833 1.018 -0.274
Ni 2.770 -0.094 0.023
F -2.009 -0.178 -0.063

The value obtained for the energy above the lowest of the compared OMol25 structures with the same formula, charge and spin is 3.411 eV. As for the energy: -1760.3196 Ha. The spin multiplicity is 3. Its charge is +1. For the highest occupied orbital energy (spin up / spin down), the calculation gives -15.9 / -15.7 eV. The calculation puts the maximum force at 0.1575 hartree/bohr.

In the Mulliken picture, each atom carries the following charge in e: atom 1 (C): 0.93, atom 2 (C): -0.60, atom 3 (O): -0.39, atom 4 (H): 0.51, atom 5 (H): 0.56, atom 6 (Ni): 0.48, atom 7 (F): -0.48

---

No. 5
2 unconnected molecules or ions with the total composition C3H8N2O2, computed with the ωB97M-V functional and the def2-TZVPD basis.

Element x y z (Å)
N -1.763 0.737 -0.033
C -2.128 0.042 -1.054
N -1.251 -0.351 -1.971
H -0.608 0.775 0.099
H -2.456 0.994 0.648
H -3.170 -0.214 -1.189
H -1.515 -1.042 -2.648
H -0.265 -0.225 -1.728
O 0.467 -0.591 1.720
C 1.184 -0.116 0.852
O 0.732 0.568 -0.163
C 2.691 -0.256 0.899
H 2.961 -1.194 1.379
H 3.116 -0.164 -0.096
H 3.102 0.544 1.519

The value obtained for the energy above the lowest of the compared OMol25 structures with the same formula, charge and spin is 0.590 eV. As for the energy: -379.1193 Ha. Its charge is 0. For the highest occupied orbital energy, the calculation gives -8.8 eV. The calculation puts the maximum force at 0.0086 hartree/bohr.

In the Mulliken picture, each atom carries the following charge in e: atom 1 (N): -0.30, atom 2 (C): 0.04, atom 3 (N): -0.33, atom 4 (H): 0.44, atom 5 (H): 0.20, atom 6 (H): 0.34, atom 7 (H): 0.23, atom 8 (H): 0.30, atom 9 (O): -0.67, atom 10 (C): 0.79, atom 11 (O): -0.90, atom 12 (C): -0.98, atom 13 (H): 0.31, atom 14 (H): 0.30, atom 15 (H): 0.23

---

No. 6
A molecular structure, C23H29BrNORuS4Sb2 at a distorted geometry, computed with the ωB97M-V functional and the def2-TZVPD basis.

Element x y z (Å)
Ru 0.185 -0.783 -1.344
O -1.141 5.194 -3.022
C -0.684 4.035 -2.491
C -0.820 3.685 -1.148
C -0.263 2.514 -0.693
N 0.356 1.617 -1.507
C 0.463 1.984 -2.794
Br 1.407 0.704 -3.867
C 0.013 3.149 -3.338
H -1.587 5.720 -2.347
H -1.319 4.347 -0.453
H -0.267 2.269 0.363
H 0.175 3.407 -4.370
C 3.928 -1.578 0.288
Sb 2.312 -0.157 0.121
C 3.471 1.433 -0.758
C 2.344 0.646 2.165
C 1.899 -0.406 3.103
C 2.857 -1.303 3.567
C 2.529 -2.353 4.399
C 1.211 -2.521 4.786
C 0.249 -1.642 4.333
C 0.562 -0.576 3.493
C -0.533 0.327 3.066
Sb -1.559 -0.290 1.191
C -2.345 -2.088 2.092
C -3.370 0.853 1.621
H 4.750 -1.148 0.855
H 4.262 -1.821 -0.720
H 3.579 -2.487 0.774
H 4.427 1.501 -0.250
H 2.933 2.372 -0.658
H 3.626 1.225 -1.813
H 1.724 1.537 2.194
H 3.377 0.931 2.348
H 3.883 -1.155 3.264
H 3.294 -3.031 4.743
H 0.936 -3.332 5.443
H -0.777 -1.769 4.648
H -0.195 1.349 2.919
H -1.334 0.325 3.800
H -2.845 -1.827 3.021
H -1.532 -2.779 2.288
H -3.049 -2.551 1.409
H -3.771 0.537 2.576
H -4.104 0.667 0.844
H -3.155 1.914 1.659
S -0.453 -2.969 -0.413
S 0.493 -4.693 -0.701
S 2.005 -4.248 -2.208
S 1.883 -2.314 -2.582
C -3.579 -0.278 -4.410
C -2.628 -1.273 -4.568
C -1.606 -1.413 -3.641
C -1.538 -0.566 -2.539
C -2.508 0.412 -2.380
C -3.526 0.558 -3.310
H -4.371 -0.162 -5.139
H -2.671 -1.933 -5.425
H -0.860 -2.193 -3.779
H -2.478 1.089 -1.526
H -4.265 1.336 -3.178

The value obtained for the energy above the lowest of the compared OMol25 structures with the same formula, charge and spin is 3.118 eV. As for the energy: -5765.8787 Ha. The spin multiplicity is 2. Its charge is 0. For the highest occupied orbital energy (spin up / spin down), the calculation gives -6.8 / -6.4 eV. The calculation puts the maximum force at 0.0586 hartree/bohr.

In the Mulliken picture, each atom carries the following charge in e: atom 1 (Ru): -0.20, atom 2 (O): -0.55, atom 3 (C): 0.82, atom 4 (C): -0.55, atom 5 (C): -1.12, atom 6 (N): 0.90, atom 7 (C): -0.35, atom 8 (Br): -0.02, atom 9 (C): -0.56, atom 10 (H): 0.31, atom 11 (H): 0.37, atom 12 (H): 0.47, atom 13 (H): 0.51, atom 14 (C): -1.35, atom 15 (Sb): 0.89, atom 16 (C): -1.38, atom 17 (C): -1.28, atom 18 (C): 0.59, atom 19 (C): -0.68, atom 20 (C): -0.79, atom 21 (C): -0.76, atom 22 (C): -0.64, atom 23 (C): 0.77, atom 24 (C): -1.49, atom 25 (Sb): 0.37, atom 26 (C): -1.55, atom 27 (C): -1.39, atom 28 (H): 0.41, atom 29 (H): 0.41, atom 30 (H): 0.37, atom 31 (H): 0.47, atom 32 (H): 0.37, atom 33 (H): 0.35, atom 34 (H): 0.50, atom 35 (H): 0.69, atom 36 (H): 0.36, atom 37 (H): 0.41, atom 38 (H): 0.41, atom 39 (H): 0.37, atom 40 (H): 0.66, atom 41 (H): 0.69, atom 42 (H): 0.45, atom 43 (H): 0.46, atom 44 (H): 0.43, atom 45 (H): 0.44, atom 46 (H): 0.40, atom 47 (H): 0.42, atom 48 (S): -0.26, atom 49 (S): -0.05, atom 50 (S): -0.03, atom 51 (S): -0.30, atom 52 (C): -0.48, atom 53 (C): -0.57, atom 54 (C): -0.43, atom 55 (C): 0.69, atom 56 (C): 0.07, atom 57 (C): -0.97, atom 58 (H): 0.36, atom 59 (H): 0.40, atom 60 (H): 0.31, atom 61 (H): 0.45, atom 62 (H): 0.40